Record 1
The following is a quantum chemistry calculation of C6H10O4 in the gas phase, from OMol25.

Summary:
**HOMO energy**: -0.348 Eh
**Relative energy (zero: lowest compared OMol25 entry of this formula, charge and spin)**: 518.1 kJ/mol
**SMILES**: O[C@H]1CO[C@H]2[C@@H]1OC[C@@H]2O

Each line ends with the Löwdin charge.
Positions of all 20 atoms, in Å:
O -2.313 -0.693 -1.077  -0.13
C -1.920 0.481 -0.362  -0.26
C -1.829 0.126 1.060  -0.12
O -0.522 -0.565 1.245  -0.09
C 0.160 -0.563 -0.064  -0.27
C -0.328 0.502 -0.900  -0.24
O 0.482 1.571 -0.573  -0.06
C 1.667 1.186 0.262  -0.05
C 1.641 -0.327 0.288  -0.36
O 2.394 -0.981 -0.660  -0.10
H -1.602 -1.620 -1.212  0.25
H -2.460 1.448 -0.604  0.17
H -1.624 1.005 1.649  0.11
H -2.673 -0.576 1.545  0.17
H 0.104 -1.426 -0.642  0.11
H -0.416 0.349 -1.965  0.16
H 2.663 1.398 -0.310  0.16
H 1.531 1.470 1.328  0.14
H 2.209 -0.871 1.178  0.19
H 2.836 -1.912 -0.188  0.22

***

Record 2
The following is a quantum chemistry calculation of a gas-phase ion, C6H10OPS (charge +1), from OMol25.

Summary:
**HOMO energy**: -0.524 Eh
**Relative energy (zero: lowest compared OMol25 entry of this formula, charge and spin)**: 0.0 kJ/mol
**Charge**: +1

Each line ends with the Löwdin charge.
Positions of all 19 atoms, in Å:
C 0.725 1.694 -2.541  0.19
C 0.908 1.503 -1.308  -0.09
C 1.591 0.571 0.847  -0.16
C 1.137 -0.849 0.334  -0.19
C 0.641 1.515 0.137  -0.30
C -1.791 -1.236 1.335  -0.19
O -0.773 0.947 0.289  -0.27
P -0.707 -0.602 0.107  0.51
S -1.554 -0.890 -1.788  0.60
H 0.736 1.629 -3.620  0.06
H 1.521 0.622 1.945  0.13
H 2.612 0.922 0.495  0.16
H 1.635 -0.932 -0.675  0.11
H 1.374 -1.707 1.009  0.11
H 0.538 2.458 0.593  0.15
H -2.710 -0.714 0.956  0.08
H -1.583 -0.721 2.351  0.12
H -1.813 -2.304 1.044  0.07
H -2.487 -1.905 -1.511  -0.10